(1)
Molecular formula: C3H6N2
Method: DFT, wB97M-V/def2-TZVPD

Geometry as XYZ:
```
11
C3H6N2 | the OMol25 dataset | wB97M-V/def2-TZVPD
H 2.24354 0.22822 -1.15335
N 2.42252 -0.01923 -0.18346
C 1.27606 -0.13520 0.31073
N 0.09911 -0.11870 -0.50140
C -1.15872 -0.75118 -0.05163
C -0.95124 0.79201 0.01150
H 1.14022 -0.20110 1.46033
H -1.11464 -1.51432 0.74208
H -1.61508 -1.05916 -0.94425
H -0.80492 1.30600 0.94518
H -1.53685 1.47267 -0.63573
```

Its HOMO-LUMO gap is 10.848 eV. The SMILES is [H]/N=C\N1CC1.


(2)
Molecular formula: C2H4N4
Method: DFT, wB97M-V/def2-TZVPD

Geometry as XYZ:
```
10
C2H4N4 | the OMol25 dataset | wB97M-V/def2-TZVPD
C 2.03853 -0.78574 0.03720
C -0.51201 -0.05941 0.35032
N 2.38857 0.45424 0.21548
N 0.74394 -0.56602 -0.39430
N 1.12297 0.76883 -0.24856
N 0.01456 1.31072 0.16643
H 2.72384 -1.74446 -0.09651
H -1.41274 -0.30012 -0.25412
H -0.47894 -0.40063 1.47672
H -1.13947 1.86532 -1.81862
```

Its HOMO-LUMO gap (spin up / spin down) is 8.499 / 9.433 eV.


Relative energy (zero: lowest compared OMol25 entry of this formula, charge and spin), record by record: 2.407, 10.257 eV